Entry from OMol25: a structure of composition C2H2CrF2LiO in a non-equilibrium geometry (the ωB97M-V functional and the def2-TZVPD basis).

Summary:
Total charge ... +3
Strongest force on any atom ... 11.709 eV/A
Spin multiplicity ... 5
⟨S²⟩ ... 6.249
Gap between HOMO and LUMO (spin up / spin down) ... 0.2468 / 0.3433 Eh

XYZ file:
```
9
C2H2CrF2LiO (the ωB97M-V functional and the def2-TZVPD basis)
F 3.03286 -0.84309 1.03087
O 0.24927 0.35955 -0.85801
Cr 2.01976 0.25611 0.11549
Li 3.46951 -2.31402 1.84918
C -1.11445 0.09883 -0.77092
C -1.86011 0.96831 -0.12388
H -2.92212 0.64673 -0.20705
F -1.25202 -1.20234 -0.90046
H -1.62270 2.02992 -0.13523
```